The following is a DFT calculation (ωB97M-V/def2-TZVPD) of a 3-piece molecular cluster, C3H9NO2S overall.

Charge: 0
Energy relative to the best compared isomer or geometry (same formula, charge and spin), kcal/mol: 158.8
Energy, Eh: -722.915263
Gap between HOMO and LUMO, eV: 3.269
Highest occupied orbital energy, eV: -7.5784

Last column: natural (NBO) charge in e.
Atoms and positions in Å:
O: -2.1251 -0.0833 -2.0431  -0.4868
C: -1.8757 -0.0614 -0.8247  0.2451
C: -2.6802 -0.4756 0.2281  0.0750
C: 3.3810 0.6477 0.8681  -0.7827
S: 1.6613 0.6174 0.3703  -0.1053
N: -2.2140 -0.3680 1.5294  -0.7781
H: -0.8765 0.2921 -0.5275  0.1447
H: -3.7295 -0.7498 0.1239  0.2015
H: 3.6621 -0.2884 1.3521  0.2290
H: 3.6219 1.5394 1.4311  0.2161
H: 3.9734 0.6806 -0.0566  0.2444
H: -2.1634 0.5320 1.9819  0.4157
H: -2.1241 -1.1732 2.1292  0.4096
H: -0.2256 -0.3072 -2.4623  0.4689
H: 1.0511 -0.1868 -1.6515  0.4610
O: 0.6634 -0.6154 -2.4485  -0.9580

Atoms 1-3, force components in eV/Å:
-0.540 -0.242 1.291
1.456 1.448 -2.277
-1.287 0.076 2.297